This record from the OMol25 dataset describes C47H52N7O2Sn as an isolated structure. The level of theory is the ωB97M-V functional and the def2-TZVPD basis.

```
109
Properties=species:S:1:pos:R:3:lowdin_charge:R:1
Sn 0.57893 -0.12286 0.91460 1.3828
N -2.00408 4.27720 0.77965 0.1267
C -1.01027 3.29857 0.47403 -0.1281
N -0.25119 1.97852 2.02286 0.0264
C -0.32887 1.95693 3.43535 -0.2395
N -0.03518 0.97414 4.19052 0.1272
N 0.46025 -0.10419 3.49689 -0.0484
C 1.06253 -0.96094 4.21110 -0.0588
C 1.76364 -2.07062 3.58919 -0.2774
C 2.47192 -2.97648 4.35468 -0.0053
C 3.15577 -4.00107 3.71504 -0.0389
C 3.08895 -4.07973 2.33516 -0.0263
C 2.35502 -3.12009 1.64417 -0.0947
N 1.72239 -2.12347 2.26090 0.0395
C -0.63645 3.31395 3.93003 -0.1299
C -1.21368 3.64694 5.08642 -0.0126
C -2.05747 4.84246 5.23293 -0.0581
C -2.93436 5.31461 4.32753 -0.0157
C -3.25917 4.76796 2.97089 -0.0821
C -2.09006 4.22618 2.21688 -0.3178
H -2.88858 4.16291 0.30000 0.1408
H -0.63859 3.37396 -0.54681 0.1525
H 1.08815 -0.85348 5.29388 0.1357
H 2.48117 -2.88236 5.43257 0.1190
H 3.72768 -4.72149 4.28463 0.1159
H 3.60845 -4.85497 1.78857 0.1127
H 2.28520 -3.13902 0.56569 0.1037
H -1.12436 2.98581 5.94440 0.1269
H -2.04858 5.32423 6.20476 0.1070
H -3.50173 6.19524 4.60584 0.1114
H -4.02961 5.29158 2.41745 0.1466
C -3.96705 -0.74324 1.62633 -0.0489
C -3.36426 0.16322 0.54501 -0.3887
C -4.40888 0.48900 -0.52547 -0.0494
C -2.76914 1.43044 1.17500 -0.0725
C -3.59593 2.21851 1.87923 0.0395
C -3.07862 3.26105 2.80161 -0.1229
C -0.66422 4.21327 2.73180 -0.0613
C 0.01530 3.38834 1.61531 -0.2793
C 1.47254 3.68017 1.29806 -0.3438
C 1.63212 5.11544 0.79969 -0.0402
C 2.36816 3.40322 2.50307 -0.0349
C -1.28515 1.78436 0.92795 -0.2369
N -0.63978 0.87368 -0.02941 -0.1717
C -0.95353 0.97279 -1.25387 -0.0234
C -0.24172 0.23161 -2.33399 -0.0786
N 0.85577 -0.35664 -2.12493 0.0905
C 1.51763 -0.99231 -3.22993 -0.1129
C 0.89081 -1.97421 -4.04117 -0.1236
C 1.67555 -2.59847 -5.01029 -0.0276
C 2.99905 -2.26057 -5.20416 -0.0479
C 3.58429 -1.27520 -4.42660 -0.0226
C 2.86757 -0.63478 -3.42982 -0.1237
C 3.51960 0.48225 -2.62879 -0.3759
C 4.06759 1.57823 -3.54757 -0.0621
C 4.63484 -0.04970 -1.72101 -0.0506
C -0.54863 -2.44929 -3.88062 -0.3149
C -0.64978 -3.98348 -3.79539 -0.0886
C -1.41700 -1.94873 -5.04032 -0.0417
H -4.28834 -1.68826 1.18429 0.0852
H -4.83429 -0.27883 2.09887 0.0784
H -3.23061 -0.96154 2.40198 0.0847
H -2.57448 -0.41992 0.07662 0.0830
H -5.27094 0.99638 -0.08851 0.0810
H -4.76493 -0.43003 -0.99525 0.0875
H -4.00075 1.13188 -1.30943 0.0684
H -4.64542 1.94334 1.93901 0.1239
H -2.87642 2.79691 3.75474 0.1419
H -0.25822 5.20674 2.91368 0.1686
H 1.75836 2.98895 0.49449 0.1271
H 1.50824 5.82771 1.61815 0.0835
H 0.89021 5.35521 0.03394 0.0839
H 2.62540 5.26519 0.37563 0.0877
H 2.13344 4.07921 3.32974 0.0929
H 3.41689 3.54414 2.23843 0.0915
H 2.24846 2.37671 2.85935 0.0700
H -1.74216 1.65253 -1.58656 0.1469
H -0.65562 0.32657 -3.33962 0.1283
H 1.23575 -3.37731 -5.62203 0.1172
H 3.57955 -2.76951 -5.96358 0.1124
H 4.62018 -1.00690 -4.59866 0.1182
H 2.75487 0.93671 -1.99790 0.1099
H 4.91302 1.21315 -4.13349 0.0764
H 4.41491 2.42676 -2.95470 0.0805
H 3.30140 1.93507 -4.23874 0.0845
H 5.46411 -0.43762 -2.31877 0.0819
H 4.27474 -0.85604 -1.09043 0.0744
H 5.01839 0.75097 -1.08272 0.0827
H -0.95732 -2.05005 -2.95272 0.1175
H -0.46313 -4.44584 -4.76666 0.1308
H -1.65531 -4.26999 -3.47989 0.1396
H 0.06641 -4.39947 -3.07308 -0.0997
H -1.04782 -2.33917 -5.99053 0.0862
H -1.42452 -0.85853 -5.10748 0.0708
H -2.44682 -2.29014 -4.91318 0.0886
O -1.00905 -1.66123 0.35253 -0.0876
C -0.21851 -2.32075 -0.39042 -0.6059
O 0.93889 -1.89180 -0.62849 -0.1597
C -0.63796 -3.62044 -0.93728 -0.1136
C 0.07386 -4.16420 -1.99128 -0.1166
C -0.24944 -5.43231 -2.46000 -0.1346
C -1.28026 -6.15011 -1.86388 -0.0564
C -1.99456 -5.59930 -0.80774 -0.0781
C -1.67827 -4.33098 -0.34761 -0.0171
H 0.87870 -3.59119 -2.43557 0.1622
H 0.30985 -5.86346 -3.28040 0.1622
H -1.51915 -7.14500 -2.21789 0.1135
H -2.79873 -6.15686 -0.34578 0.1049
H -2.21755 -3.88673 0.47928 0.1134
```

Output
- energy above the lowest of the compared OMol25 structures with the same formula, charge and spin (kcal/mol) = 377.1
- max |F| (eV/A) = 10.8
- energy (eV) = -69921.6670
- charge = +1
- 2S+1 = 1